[1]
C12H11Br12O4PS as an isolated structure at a distorted geometry, computed with ωB97M-V/def2-TZVPD.

Geometry as XYZ:
```
41
Properties=species:S:1:pos:R:3:forces:R:3:nbo_charge:R:1
O 2.2258 -1.8981 -1.4881 1.42 -0.18 -0.18 -0.56
C 1.7939 -1.5584 -2.5374 -0.43 2.02 -0.94 0.80
O 1.5468 -2.4419 -3.5261 -0.34 0.14 0.06 -0.66
C 1.4370 -0.0471 -2.8444 -1.65 -0.98 -0.26 -0.54
C -0.1271 0.1106 -2.7294 1.28 -0.37 0.86 -0.05
C -0.8497 0.5189 -3.7634 -0.87 -0.48 0.42 -0.26
C -2.3669 0.5797 -3.5309 1.44 -1.92 0.24 0.53
O -3.0508 1.4098 -4.0040 -1.17 1.42 -0.81 -0.44
C -2.9067 -0.5676 -2.6507 -0.33 -0.58 -0.02 -0.38
P -4.5006 -1.4516 -2.9766 -0.51 1.07 -0.72 0.84
S -5.9374 -0.2881 -3.5456 -0.01 -0.23 0.09 -0.54
C -2.1923 -0.9741 -1.6050 0.76 0.60 -0.30 -0.23
C -0.8617 -0.2472 -1.3955 -0.72 -0.21 -1.69 0.52
O -0.4268 -0.0197 -0.3123 0.16 1.72 0.27 -0.49
H 0.9264 -2.0641 -4.1705 0.31 -0.01 0.05 0.49
H 1.9466 0.6462 -2.1672 0.01 -0.45 -0.09 0.27
H 1.6611 0.1606 -3.9077 0.16 0.09 0.60 0.23
H -0.3873 0.7568 -4.7265 -0.48 0.24 0.29 0.24
H -4.7902 -2.1856 -1.7948 0.61 0.04 -0.24 -0.01
H -4.1730 -2.4388 -3.9542 0.18 0.13 0.55 -0.02
H -2.5219 -1.7827 -0.9426 0.34 0.47 0.05 0.25
C 1.3090 2.4249 1.6774 -0.22 -0.14 0.05 -0.49
Br -0.4023 3.2877 1.4573 0.18 -0.07 0.06 0.10
Br 2.3867 2.6013 0.0988 0.14 0.11 0.01 0.09
Br 2.2310 3.0470 3.2596 -0.07 -0.04 -0.17 0.08
H 1.1220 1.3658 1.8109 -0.03 0.08 0.00 0.24
C -0.3605 -3.1904 1.6235 -0.11 0.09 -0.18 -0.50
Br -0.9573 -4.9911 1.2462 -0.01 0.16 0.04 0.07
Br 0.4253 -2.3498 0.0735 0.04 -2.59 2.10 0.16
Br -1.7775 -2.1131 2.3857 -0.01 -0.11 -0.07 0.06
H 0.4181 -3.2648 2.3728 -0.08 0.00 -0.04 0.22
C -1.7138 -1.6489 6.6477 -0.02 -0.03 -0.02 -0.50
Br -0.1461 -1.0334 5.7058 -0.08 -0.02 0.11 0.09
Br -3.3158 -0.7814 6.0076 0.15 -0.09 0.02 0.09
Br -1.8695 -3.5724 6.5922 0.01 0.19 -0.04 0.09
H -1.5923 -1.3684 7.6861 -0.01 -0.02 -0.09 0.23
C 5.4454 5.0411 2.0176 -0.02 -0.02 -0.02 -0.50
Br 6.4622 3.4128 1.7938 -0.12 0.21 0.01 0.09
Br 6.1489 6.1309 3.4475 -0.04 -0.10 -0.15 0.09
Br 5.3001 6.0332 0.3658 0.05 -0.12 0.18 0.09
H 4.4412 4.7517 2.3031 0.08 0.00 -0.05 0.23
```
Positions in Å, forces in eV/Å.

2S+1 ... 1
Energy ... -32392.4012 Eh
Total charge ... 0
Lowest unoccupied orbital energy ... -1.48 eV

***

[2]
A 5-piece molecular cluster, C19H46Cl9N2OP2Si overall at a distorted geometry, computed with ωB97M-V/def2-TZVPD.

Geometry as XYZ:
```
80
Properties=species:S:1:pos:R:3:forces:R:3:mulliken_charge:R:1
C 3.6753 -2.0758 2.1996 -0.20 0.16 0.31 -1.37
C 2.2408 -1.5673 1.9830 -0.35 0.23 0.03 0.98
P 1.9022 -1.4641 0.1911 0.14 -0.58 -0.44 -0.19
C 2.3019 0.2515 -0.2500 0.13 -0.24 -0.09 0.27
N 0.0206 -1.3840 0.1851 0.43 -0.06 0.97 0.34
C -0.4310 -0.3505 1.2001 -0.24 0.20 0.00 -0.89
C -1.8997 -0.0006 1.1678 -0.04 -0.02 0.43 -0.66
O -2.6134 -0.9786 1.8984 -0.06 -0.03 -0.62 -0.35
Si -4.2263 -1.2752 1.4846 -0.52 -0.34 0.43 0.43
C -4.6122 -2.9212 2.2764 0.65 0.10 -0.12 -1.15
C -4.4841 -1.3938 -0.3568 0.20 0.46 0.12 -1.10
C -5.3021 0.0412 2.2409 0.32 0.06 -0.42 -1.15
C -0.4979 -1.0488 -1.1833 -0.04 0.50 -0.11 -1.48
C 0.2550 -1.5759 -2.3998 -0.23 -0.16 -0.12 0.85
C 0.3852 -3.0753 -2.5226 0.06 -0.04 0.05 -1.49
Cl -0.7758 -0.9884 -3.7529 0.04 0.08 -0.20 -0.16
P -0.5741 -3.0359 0.7438 -0.81 -0.42 -0.43 0.27
N -1.7664 -3.5502 -0.0784 0.11 -0.18 0.13 -0.68
H 3.6575 -3.0551 2.6647 0.10 -0.19 -0.12 0.39
H 4.1861 -1.4076 2.8851 0.17 0.07 0.00 0.36
H 4.2505 -2.1272 1.2793 0.12 -0.05 -0.10 0.38
H 1.5085 -2.2130 2.4662 0.05 -0.25 0.02 0.42
H 2.0916 -0.5972 2.4418 0.10 0.19 0.04 -0.84
H 1.4451 0.7851 -0.6500 -0.05 0.17 0.01 0.39
H 3.0070 0.1382 -1.0681 0.17 0.31 -0.08 -0.33
H 2.7692 0.7960 0.5672 -0.10 0.09 0.01 -0.23
H 0.1682 0.5495 1.0931 0.11 0.01 -0.32 0.57
H -0.2220 -0.7447 2.1895 0.07 -0.02 0.09 0.51
H -1.9910 0.9768 1.6459 -0.06 0.09 0.09 0.41
H -2.2817 0.1055 0.1537 0.00 0.05 -0.11 0.24
H -5.0003 -2.8136 3.2844 -0.20 -0.04 0.07 0.37
H -3.6785 -3.4813 2.3657 0.04 -0.14 0.08 0.33
H -5.2760 -3.5208 1.6609 -0.26 -0.02 0.05 0.41
H -3.8743 -2.1558 -0.8349 -0.01 -0.11 -0.06 0.34
H -4.2977 -0.4359 -0.8440 0.04 0.06 -0.14 0.34
H -5.5372 -1.6077 -0.5292 -0.12 -0.15 -0.02 0.47
H -4.9604 0.2622 3.2486 -0.13 -0.04 0.20 0.31
H -5.2926 0.9711 1.6743 -0.01 0.10 -0.05 0.34
H -6.3265 -0.3226 2.2560 -0.16 0.02 0.16 0.32
H -0.4903 0.0380 -1.2305 0.00 0.10 -0.06 0.67
H -1.5351 -1.3612 -1.2568 -0.05 -0.25 0.16 0.53
H 1.2021 -1.0688 -2.5617 0.14 0.01 0.19 0.04
H -0.5913 -3.5464 -2.5518 -0.10 -0.06 0.01 0.35
H 0.9485 -3.4861 -1.6871 0.10 -0.02 0.07 0.31
H 0.9371 -3.3139 -3.4258 0.00 -0.05 -0.13 0.51
H 0.6074 -3.7518 0.5539 0.24 0.15 0.04 0.19
H -0.7651 -2.8657 2.1163 0.35 0.20 0.10 0.11
H -2.6094 -3.6890 0.4655 -0.13 0.11 -0.19 0.28
Cl 5.7992 3.0469 -0.3840 -0.05 -0.04 -0.04 -0.17
C 4.8636 3.9520 0.8345 -0.03 0.05 -0.03 -0.53
C 5.0487 3.3976 2.2217 0.03 0.10 0.03 -0.57
Cl 4.3366 1.7669 2.3867 0.16 0.01 0.06 -0.07
H 3.8187 3.9200 0.5373 -0.02 -0.01 0.00 0.28
H 5.2061 4.9844 0.8072 0.04 0.00 0.01 0.42
H 4.5410 4.0404 2.9389 -0.05 -0.04 0.00 0.27
H 6.0981 3.3235 2.4913 0.02 -0.05 -0.04 0.36
Cl 4.7232 0.2594 -2.9840 0.19 -0.14 -0.05 -0.16
C 4.4230 1.5856 -4.1374 -0.11 0.03 -0.02 -0.47
C 3.2181 2.3899 -3.7226 0.05 0.10 0.01 -0.37
Cl 1.7076 1.4376 -3.8305 -0.01 0.05 0.01 -0.12
H 4.2949 1.1420 -5.1205 -0.03 -0.03 0.00 0.36
H 5.3058 2.2211 -4.1460 0.01 0.00 0.07 0.32
H 3.1056 3.2530 -4.3751 -0.05 -0.03 -0.05 0.41
H 3.3150 2.7335 -2.6963 0.01 -0.01 0.03 0.09
Cl -5.7368 0.2649 -7.2460 -0.01 0.01 0.00 -0.18
C -4.0747 0.3307 -6.6128 0.03 -0.01 -0.05 -0.43
C -4.0450 0.3782 -5.1079 0.04 -0.05 0.08 -0.01
Cl -4.6829 1.9138 -4.4629 -0.01 0.00 0.03 -0.20
H -3.5870 1.2006 -7.0443 -0.03 0.03 0.00 0.34
H -3.5643 -0.5674 -6.9564 -0.01 -0.02 0.02 0.30
H -3.0194 0.2954 -4.7550 0.02 0.02 -0.05 -0.17
H -4.6299 -0.4297 -4.6761 -0.05 0.01 -0.01 0.35
Cl 1.4961 1.1553 4.1493 -0.20 -0.08 0.10 -0.06
C 1.3823 2.2123 5.5871 0.04 0.05 0.11 -0.64
C 0.5055 3.4075 5.3275 -0.03 0.02 0.02 -0.43
Cl 1.2335 4.5129 4.1318 -0.01 0.00 -0.03 -0.17
H 2.3940 2.5128 5.8452 0.03 -0.01 -0.05 0.35
H 0.9729 1.6135 6.3976 -0.05 -0.03 -0.04 0.31
H 0.3742 3.9692 6.2500 0.04 0.02 0.01 0.34
H -0.4707 3.1117 4.9533 0.00 0.00 -0.03 0.30
```
Positions in Å, forces in eV/Å.

2S+1 ... 1
Energy ... -6050.0565 Eh
Total charge ... +1
Lowest unoccupied orbital energy ... -2.17 eV

***

Calculated gap between HOMO and LUMO in order - 7.42; 10.03 eV